The following is a DFT calculation (wB97M-V/def2-TZVPD) of a molecular structure, C42H45N6O2P2S3V at a distorted geometry.

Results
HOMO-LUMO gap (alpha / beta)	5.69 / 6.47	eV
LUMO energy (alpha / beta)	2.2 / 2.2	eV
energy	-134094.468	eV
molar mass	874.95	g/mol
net charge	-1
HOMO energy (alpha / beta)	-3.5 / -4.3	eV
2S+1	4
⟨S²⟩	3.780
energy relative to the best compared isomer or geometry (same formula, charge and spin)	3.112	eV

```
101
Properties=species:S:1:pos:R:3:lowdin_charge:R:1
V 1.349 -0.339 -0.455 0.51
S -0.049 -1.738 3.394 0.25
P -0.892 -0.851 1.827 0.39
C 0.014 0.308 0.827 -0.71
P -0.541 1.852 1.507 0.70
S 1.189 3.074 2.056 0.67
C 0.607 3.617 3.644 -0.62
C 0.225 2.703 4.622 -0.12
C -0.201 3.160 5.860 -0.09
C -0.249 4.520 6.132 -0.11
C 0.125 5.431 5.155 -0.11
C 0.553 4.982 3.914 -0.13
C -1.080 2.932 0.095 -0.42
C -0.757 2.690 -1.236 -0.11
C -1.210 3.541 -2.235 -0.10
C -2.017 4.624 -1.920 -0.11
C -2.369 4.858 -0.598 -0.10
C -1.899 4.018 0.402 -0.12
C -1.681 -2.071 0.704 -0.34
C -2.049 -1.676 -0.581 -0.11
C -2.762 -2.543 -1.396 -0.08
C -3.102 -3.808 -0.935 -0.09
C -2.725 -4.208 0.339 -0.09
C -2.023 -3.337 1.162 -0.10
C -2.468 -0.115 2.483 -0.38
C -3.387 0.456 1.601 -0.12
C -4.527 1.078 2.077 -0.09
C -4.773 1.135 3.443 -0.11
C -3.878 0.551 4.323 -0.09
C -2.731 -0.073 3.845 -0.13
H 0.245 1.641 4.406 0.09
H -0.489 2.448 6.624 0.10
H -0.585 4.871 7.100 0.09
H 0.078 6.495 5.359 0.09
H 0.831 5.681 3.135 0.09
H -0.165 1.819 -1.485 0.03
H -0.933 3.357 -3.267 0.09
H -2.377 5.282 -2.702 0.09
H -3.015 5.692 -0.349 0.09
H -2.160 4.209 1.439 0.10
H -1.746 -0.698 -0.940 0.09
H -3.042 -2.236 -2.397 0.10
H -3.662 -4.482 -1.573 0.10
H -2.975 -5.201 0.695 0.10
H -1.721 -3.631 2.160 0.07
H -3.197 0.421 0.534 0.10
H -5.222 1.531 1.380 0.10
H -5.658 1.638 3.815 0.09
H -4.063 0.585 5.390 0.09
H -2.029 -0.529 4.529 0.04
C 4.602 -1.231 0.916 -0.19
C 4.354 -1.969 -0.445 -0.18
N 3.565 -1.166 -1.365 -0.11
C 4.335 -0.153 -2.087 -0.19
C 3.513 1.118 -2.300 -0.24
N 2.811 1.508 -1.078 -0.10
C 3.664 2.186 -0.103 -0.21
C 4.467 1.234 0.808 -0.19
N 3.792 -0.031 1.070 -0.07
H 5.668 -0.990 0.996 0.10
H 4.383 -1.932 1.722 0.10
H 3.816 -2.895 -0.247 0.10
H 5.321 -2.247 -0.884 0.11
H 3.065 -1.753 -2.025 0.08
H 4.673 -0.514 -3.065 0.12
H 5.227 0.081 -1.504 0.10
H 2.768 0.922 -3.068 0.02
H 4.176 1.919 -2.660 0.12
H 2.067 2.154 -1.335 0.10
H 3.034 2.800 0.528 0.01
H 4.373 2.856 -0.611 0.12
H 4.675 1.772 1.739 0.12
H 5.435 1.025 0.349 0.10
H 3.305 -0.003 1.955 0.11
N 2.510 -4.275 2.555 0.12
C 1.896 -3.932 1.365 -0.41
C 1.737 -2.581 1.057 -0.19
N 1.156 -2.161 -0.074 -0.11
C 0.738 -3.156 -0.908 -0.13
C 0.940 -4.474 -0.602 -0.12
N 1.519 -4.897 0.535 0.12
H 2.283 -3.626 3.298 0.06
H 2.346 -5.237 2.809 0.09
H 2.086 -1.824 1.738 0.05
H 0.228 -2.854 -1.806 0.05
H 0.611 -5.251 -1.281 0.11
O -4.128 -1.602 -7.539 0.10
C -3.506 -2.498 -6.725 -0.49
O -3.774 -3.663 -6.854 0.10
C -2.533 -1.963 -5.756 -0.16
C -1.667 -2.862 -5.128 -0.02
C -0.690 -2.429 -4.258 -0.11
C -0.542 -1.066 -3.952 -0.66
S 0.765 -0.451 -2.987 0.68
C -1.445 -0.173 -4.549 -0.11
C -2.407 -0.606 -5.436 -0.04
H -3.787 -0.717 -7.380 0.08
H -1.773 -3.913 -5.364 0.12
H -0.011 -3.151 -3.824 0.09
H -1.364 0.876 -4.301 0.09
H -3.083 0.135 -5.851 0.11
```

The following is a DFT calculation (wB97M-V/def2-TZVPD) of a molecular structure, C42H46F3N3O5PSW at a distorted geometry.

Results
HOMO-LUMO gap (alpha / beta)	5.59 / 5.32	eV
LUMO energy (alpha / beta)	-3.6 / -3.9	eV
energy	-89105.259	eV
molar mass	976.72	g/mol
net charge	+1
HOMO energy (alpha / beta)	-9.2 / -9.2	eV
2S+1	3
⟨S²⟩	2.019
energy relative to the best compared isomer or geometry (same formula, charge and spin)	1.166	eV

```
102
Properties=species:S:1:pos:R:3:lowdin_charge:R:1
W 0.191 -0.782 -0.042 1.67
O 4.294 -0.405 -1.105 0.11
C 3.237 -0.794 -0.617 -0.51
O 2.066 -0.211 -0.808 -0.22
C 3.163 -1.998 0.272 -0.15
C 4.146 -2.828 0.766 0.04
C 3.771 -3.971 1.512 0.00
C 2.408 -4.233 1.735 0.04
C 1.499 -3.239 1.349 -0.17
N 1.851 -2.191 0.558 0.03
C 0.036 -3.306 1.550 -0.57
O -0.544 -4.060 2.305 0.11
O -0.587 -2.449 0.794 -0.26
H 5.195 -2.607 0.460 0.15
H 4.535 -4.740 1.791 0.14
H 2.039 -5.156 2.197 0.14
C -2.312 0.046 3.793 -0.14
C -1.217 1.121 3.584 -0.49
C -0.732 1.716 4.906 -0.10
P 0.188 0.485 2.446 1.10
C 1.462 -0.342 3.618 -0.49
C 0.761 -1.472 4.447 -0.09
C 2.302 0.528 4.499 -0.12
C 0.762 2.094 1.782 -0.30
C 1.349 3.036 2.621 -0.09
C 1.748 4.283 2.174 -0.29
C 1.978 5.306 3.243 -0.05
C 1.842 4.492 0.807 -0.02
C 1.475 3.483 -0.057 0.01
C 0.790 2.294 0.390 -0.31
N 0.214 1.427 -0.526 -0.13
C -0.174 1.948 -1.761 -0.24
C -1.326 2.754 -1.744 -0.22
C -1.964 3.264 -0.494 -0.04
C -1.690 3.387 -2.924 -0.01
C -1.054 3.159 -4.164 -0.25
C -1.595 3.667 -5.468 -0.05
C 0.030 2.261 -4.143 -0.05
C 0.619 1.836 -2.983 -0.21
C 2.024 1.348 -3.177 -0.03
H -2.411 -0.123 4.887 0.08
H -2.153 -0.945 3.273 0.04
H -3.293 0.453 3.426 0.08
H -1.666 1.877 2.911 0.10
H -0.539 0.896 5.648 0.09
H -1.493 2.420 5.270 0.10
H 0.183 2.322 4.834 0.05
H 2.111 -0.971 2.961 0.09
H 0.563 -1.130 5.499 0.09
H 1.371 -2.393 4.538 0.09
H -0.177 -1.737 3.985 0.03
H 1.822 0.786 5.443 0.08
H 2.659 1.453 4.099 0.05
H 3.179 -0.061 4.743 0.09
H 1.462 2.795 3.719 0.09
H 2.253 6.316 2.935 0.08
H 2.735 4.868 3.915 0.09
H 1.054 5.496 3.806 0.08
H 2.232 5.420 0.450 0.11
H 1.545 3.574 -1.173 0.13
H -2.201 2.471 0.256 0.06
H -2.887 3.886 -0.671 0.10
H -1.229 3.990 -0.081 0.09
H -2.562 4.043 -2.952 0.12
H -0.941 3.397 -6.308 0.08
H -1.656 4.781 -5.355 0.10
H -2.629 3.320 -5.617 0.08
H 0.427 1.973 -5.127 0.12
H 2.228 0.354 -2.844 0.03
H 2.792 2.022 -2.676 0.12
H 2.212 1.352 -4.224 0.06
C -4.507 0.072 0.130 -0.16
S -2.931 -0.806 0.543 1.01
O -1.900 -0.175 -0.501 -0.63
C -3.325 -2.388 -0.141 -0.42
C -3.377 -3.472 0.741 -0.08
C -3.572 -4.707 0.163 -0.07
C -3.859 -4.879 -1.177 -0.06
C -3.839 -3.780 -2.022 -0.06
C -3.572 -2.506 -1.515 -0.07
H -4.674 -0.082 -0.938 0.06
H -4.394 1.119 0.380 0.04
H -5.252 -0.302 0.882 0.09
H -3.285 -3.324 1.819 0.12
H -3.519 -5.562 0.836 0.12
H -4.146 -5.887 -1.494 0.12
H -3.973 -3.887 -3.103 0.12
H -3.604 -1.614 -2.140 0.11
F 2.956 -3.473 -5.717 0.11
C 2.392 -2.228 -5.514 -0.53
F 1.958 -1.846 -6.723 0.16
F 3.446 -1.433 -5.200 0.15
C 1.389 -2.191 -4.393 -0.09
C 1.470 -3.103 -3.366 0.02
C 0.656 -2.938 -2.246 -0.05
N 0.000 -1.733 -2.031 -0.05
C -0.419 -1.110 -3.159 -0.06
C 0.369 -1.250 -4.307 0.04
H 2.181 -3.915 -3.314 0.13
H 0.564 -3.716 -1.460 0.13
H -1.236 -0.432 -3.083 0.12
H 0.236 -0.506 -5.108 0.14
```

The following is a DFT calculation (wB97M-V/def2-TZVPD) of a molecular structure, C42H46HfN5O4P2Te4 at a distorted geometry.

Results
HOMO-LUMO gap	6.01	eV
LUMO energy	-3.6	eV
energy	-108996.735	eV
molar mass	1435.70	g/mol
net charge	+1
HOMO energy	-9.6	eV
energy relative to the best compared isomer or geometry (same formula, charge and spin)	3.110	eV

```
104
Properties=species:S:1:pos:R:3:lowdin_charge:R:1
Hf -0.388 -0.379 0.363 1.24
C 0.559 3.376 2.313 -0.03
C -0.790 2.861 1.965 -0.36
N -1.119 1.761 1.294 0.01
C -2.504 1.750 1.253 -0.22
C -3.006 2.818 1.924 -0.06
N -1.906 3.507 2.350 0.21
C -4.358 3.377 2.203 -0.48
O -5.396 2.661 1.826 0.16
O -4.435 4.449 2.746 0.13
C -3.202 0.680 0.523 -0.63
O -4.397 0.478 0.632 0.11
O -2.386 -0.018 -0.215 -0.28
H 1.323 2.854 1.749 0.00
H 0.751 3.237 3.378 0.07
H 0.629 4.440 2.082 0.10
H -1.971 4.378 2.859 0.19
H -5.123 1.815 1.391 0.08
C -0.592 0.743 -3.389 -0.28
N 0.552 -0.024 -3.810 -0.17
C 1.006 -1.061 -2.904 -0.31
P 2.185 -0.235 -1.734 1.05
C 3.591 -0.027 -2.863 -0.36
C 3.850 1.226 -3.408 -0.08
C 4.825 1.375 -4.386 -0.06
C 5.551 0.277 -4.814 -0.07
C 5.304 -0.978 -4.270 -0.07
C 4.323 -1.131 -3.306 -0.10
C 2.593 -1.488 -0.517 -0.49
C 1.357 -1.949 0.242 -0.49
C 1.778 -2.090 1.705 -0.64
C 3.026 -2.871 1.893 -0.13
C 4.010 -2.749 0.997 -0.08
C 3.831 -1.842 -0.127 -0.11
C 1.101 0.128 -5.102 -0.23
C 1.662 -0.955 -5.781 -0.03
C 2.213 -0.792 -7.042 -0.08
C 2.206 0.444 -7.669 -0.09
C 1.642 1.522 -7.006 -0.08
C 1.107 1.372 -5.736 -0.03
P -0.447 1.619 -1.739 1.03
C 0.817 2.909 -1.928 -0.40
C 0.761 3.800 -2.997 -0.10
C 1.683 4.831 -3.101 -0.06
C 2.647 5.002 -2.116 -0.06
C 2.689 4.141 -1.028 -0.07
C 1.781 3.097 -0.942 -0.15
C -1.967 2.618 -1.705 -0.36
C -3.190 2.111 -2.146 -0.09
C -4.357 2.843 -1.982 -0.05
C -4.321 4.090 -1.374 -0.06
C -3.106 4.614 -0.952 -0.06
C -1.938 3.887 -1.120 -0.10
H -1.470 0.094 -3.275 0.08
H -0.842 1.485 -4.143 0.09
H 1.522 -1.862 -3.429 0.08
H 0.150 -1.518 -2.404 0.05
H 3.276 2.086 -3.088 0.08
H 5.010 2.351 -4.816 0.11
H 6.310 0.393 -5.578 0.11
H 5.869 -1.837 -4.608 0.11
H 4.119 -2.116 -2.900 0.11
H 1.118 -2.950 -0.150 0.10
H 0.991 -2.443 2.368 -0.06
H 3.115 -3.507 2.766 0.12
H 4.942 -3.288 1.108 0.11
H 4.703 -1.480 -0.659 0.11
H 1.663 -1.943 -5.341 0.10
H 2.640 -1.652 -7.542 0.11
H 2.629 0.564 -8.657 0.10
H 1.630 2.500 -7.470 0.11
H 0.723 2.245 -5.228 0.08
H -0.022 3.711 -3.740 0.11
H 1.637 5.511 -3.941 0.11
H 3.361 5.811 -2.195 0.11
H 3.439 4.273 -0.259 0.11
H 1.838 2.394 -0.120 0.04
H -3.252 1.129 -2.595 0.10
H -5.299 2.430 -2.318 0.12
H -5.234 4.652 -1.231 0.12
H -3.070 5.592 -0.489 0.12
H -0.997 4.313 -0.792 0.11
Te 2.017 0.053 2.218 0.84
Te 0.306 0.014 4.349 0.29
Te -1.480 -3.761 3.005 0.10
Te -1.753 -1.126 2.929 0.21
C -1.058 -4.345 -2.507 -0.03
C -2.294 -3.516 -2.167 -0.61
C -3.227 -4.292 -1.237 -0.03
C -3.024 -3.118 -3.445 -0.03
N -1.858 -2.229 -1.565 -0.05
N -1.405 -2.343 -0.203 -0.13
H -1.353 -5.312 -2.914 0.10
H -0.442 -4.550 -1.626 0.08
H -0.441 -3.832 -3.246 0.08
H -3.630 -5.161 -1.757 0.10
H -4.071 -3.673 -0.920 0.10
H -2.715 -4.660 -0.345 0.07
H -3.292 -4.004 -4.019 0.10
H -2.386 -2.488 -4.070 0.08
H -3.944 -2.575 -3.218 0.09
H -2.638 -1.583 -1.534 0.10
H -0.705 -3.077 -0.187 0.04
H -2.148 -2.650 0.430 -0.02
```

The following is a DFT calculation (wB97M-V/def2-TZVPD) of a molecular structure, C42H46N3O3P2PdS2Se.

Results
HOMO-LUMO gap	7.32	eV
LUMO energy	-2.3	eV
energy	-163986.757	eV
molar mass	952.31	g/mol
net charge	+1
HOMO energy	-9.7	eV
energy relative to the best compared isomer or geometry (same formula, charge and spin)	0.270	eV

```
100
Properties=species:S:1:pos:R:3:lowdin_charge:R:1
Pd 1.047 0.057 -0.415 0.44
O 2.127 -0.066 -2.987 0.06
C 2.232 0.480 -1.936 -0.49
C 3.223 1.564 -1.639 -0.22
C 4.476 1.609 -2.233 0.00
C 5.330 2.651 -1.903 -0.05
C 4.921 3.645 -1.020 -0.05
C 3.652 3.615 -0.459 -0.06
C 2.805 2.560 -0.765 -0.30
P 1.079 2.325 -0.252 0.98
C 0.178 3.444 -1.364 -0.35
C -0.514 2.874 -2.431 -0.13
C -1.115 3.680 -3.387 -0.07
C -1.032 5.060 -3.281 -0.07
C -0.336 5.637 -2.226 -0.07
C 0.274 4.833 -1.276 -0.09
C 0.995 3.009 1.425 -0.35
C 1.912 2.501 2.348 -0.10
C 1.884 2.918 3.668 -0.07
C 0.935 3.845 4.083 -0.07
C 0.018 4.348 3.173 -0.08
C 0.042 3.927 1.849 -0.10
H 4.775 0.830 -2.922 0.13
H 6.322 2.690 -2.333 0.11
H 5.598 4.452 -0.771 0.11
H 3.336 4.399 0.219 0.11
H -0.567 1.794 -2.512 0.08
H -1.635 3.229 -4.223 0.11
H -1.496 5.690 -4.029 0.11
H -0.256 6.713 -2.152 0.11
H 0.839 5.292 -0.473 0.11
H 2.655 1.778 2.027 0.11
H 2.605 2.525 4.372 0.11
H 0.916 4.177 5.112 0.11
H -0.713 5.080 3.492 0.11
H -0.674 4.332 1.145 0.10
N -0.326 -0.702 1.663 0.03
C -1.306 -0.563 2.675 -0.27
C -0.917 -0.091 3.929 -0.02
C -1.810 -0.015 4.984 -0.08
C -3.121 -0.437 4.817 -0.09
C -3.524 -0.882 3.568 -0.05
C -2.656 -0.913 2.479 -0.17
C -3.162 -1.416 1.176 -0.24
C -3.737 -2.682 1.099 -0.05
C -4.141 -3.216 -0.115 -0.08
C -3.937 -2.511 -1.290 -0.08
C -3.392 -1.237 -1.236 -0.13
C -3.060 -0.682 -0.009 -0.44
H 0.602 -0.724 2.073 0.06
H -0.456 -1.586 1.150 -0.06
H 0.119 0.189 4.079 0.11
H -1.468 0.338 5.948 0.11
H -3.815 -0.428 5.646 0.10
H -4.546 -1.214 3.417 0.12
H -3.820 -3.272 2.003 0.13
H -4.568 -4.209 -0.148 0.12
H -4.182 -2.955 -2.245 0.11
H -3.213 -0.679 -2.146 0.10
C 2.678 -6.778 0.212 -0.04
C 2.970 -5.464 0.907 -0.42
C 4.198 -4.758 0.368 -0.07
O 1.781 -4.622 0.900 -0.32
P 1.193 -3.672 -0.219 -0.09
S -0.731 -3.513 0.027 0.40
S 2.298 -1.941 -0.090 0.34
O 1.611 -4.464 -1.534 -0.31
C 1.454 -4.119 -2.935 -0.43
C 2.754 -3.518 -3.430 -0.05
C 0.243 -3.252 -3.217 -0.08
H 3.502 -7.471 0.389 0.09
H 2.565 -6.635 -0.861 0.07
H 1.764 -7.221 0.607 0.09
H 3.108 -5.648 1.973 0.14
H 4.106 -4.564 -0.701 0.06
H 5.066 -5.400 0.527 0.09
H 4.367 -3.813 0.881 0.06
H 1.298 -5.091 -3.408 0.14
H 2.940 -2.559 -2.946 0.05
H 2.701 -3.360 -4.508 0.09
H 3.586 -4.191 -3.221 0.08
H 0.340 -2.271 -2.754 0.05
H -0.670 -3.726 -2.861 0.05
H 0.176 -3.110 -4.297 0.09
C -5.006 1.443 -2.146 0.01
N -5.144 1.964 -0.789 -0.09
C -6.259 2.607 -0.312 -0.01
C -5.993 2.962 0.966 -0.01
N -4.725 2.522 1.253 -0.09
C -4.075 2.707 2.549 0.02
C -4.216 1.899 0.177 -0.44
Se -2.466 1.147 0.054 1.18
H -5.609 2.057 -2.809 0.10
H -5.338 0.408 -2.185 0.10
H -3.962 1.508 -2.439 0.08
H -7.131 2.763 -0.921 0.14
H -6.590 3.491 1.687 0.14
H -4.498 3.595 3.012 0.10
H -3.010 2.838 2.409 0.07
H -4.242 1.839 3.177 0.09
```

energy of number 1 (C42H45N6O2P2S3V)? -134094.468 eV